No. 1
C4H4Cl4F24NO4P3S2V2 as an isolated structure, computed with the ωB97M-V functional and the def2-TZVPD basis.

* total charge: 0
* spin multiplicity: 7

```
48
Properties=species:S:1:pos:R:3:lowdin_spin:R:1
V -1.3214 3.0089 -0.0521 2.908
V 0.0670 -1.5353 2.2501 2.853
P -2.1075 -3.4846 1.4256 0.002
F -3.0264 -2.2748 0.8841 0.000
F -3.3824 -4.0821 2.1809 0.000
F -2.3805 -4.3184 0.1080 0.000
F -1.1055 -4.5444 2.0529 0.003
F -0.8266 -2.7164 0.6436 0.015
F -1.7601 -2.5154 2.7499 0.030
P -3.0039 2.0901 -2.5738 0.002
F -1.4019 2.5737 -2.5297 0.015
F -3.3061 3.5143 -3.2151 0.001
F -2.7930 1.2927 -3.9165 0.000
F -4.5326 1.6997 -2.5166 0.000
F -2.5479 0.8137 -1.6942 0.005
F -3.1916 2.8281 -1.0233 0.015
P -1.8279 1.1988 2.5957 0.003
F -2.0124 2.0981 3.8557 0.000
F -0.4719 2.0551 2.2067 0.016
F -0.9104 0.0907 3.4082 0.017
F -1.5286 0.2784 1.2834 0.021
F -3.1501 0.3912 2.8668 0.000
F -2.6126 2.2682 1.6064 0.015
C 4.0774 -0.4383 1.6521 0.002
F 4.2079 -0.8352 0.4007 0.000
F 4.0755 -1.5001 2.4469 0.001
F 5.0223 0.3944 1.9931 0.001
S 2.3735 0.3798 1.8827 0.009
O 1.9248 -0.0157 3.2137 0.013
O 2.4276 1.7773 1.5874 0.004
N 1.2420 -0.4407 0.9357 0.024
S 1.1888 0.3396 -0.4984 0.007
O 0.1355 1.3409 -0.5287 0.017
O 2.4522 0.7657 -1.0050 -0.002
C 0.6522 -1.0598 -1.6415 0.001
F -0.6577 -1.1310 -1.6456 0.000
F 1.1203 -0.8422 -2.8518 0.000
F 1.1774 -2.1907 -1.1725 0.000
C -0.6555 -3.6498 -4.1349 0.000
Cl -1.2272 -4.6997 -2.8080 0.000
Cl -1.7629 -2.3229 -4.4347 0.000
H 0.3143 -3.2689 -3.8367 0.000
H -0.5667 -4.2668 -5.0207 0.000
C 4.2226 4.2003 0.6861 0.000
Cl 4.6485 5.7281 -0.0687 0.000
Cl 5.0768 2.8312 -0.0752 0.000
H 4.5037 4.1651 1.7323 0.000
H 3.1610 4.0094 0.5950 0.000
```

No. 2
An isolated molecule of C20H21N3O3S, computed with the ωB97M-V functional and the def2-TZVPD basis.

* total charge: 0
* SMILES string: COc1cc([C@H]2NC(=S)NC(C)=C2C(=O)Nc2ccc(C)cc2)ccc1O
* relative energy (zero: lowest compared OMol25 entry of this formula, charge and spin): 138.26 kJ/mol
* spin multiplicity: 1

```
48
Properties=species:S:1:pos:R:3:nbo_charge:R:1
C 4.0360 -1.9694 3.3563 -0.250
O 3.1193 -3.0328 3.4414 -0.532
C 1.8276 -2.8142 3.0172 0.289
C 1.3502 -1.6252 2.4967 -0.316
C 0.0222 -1.5142 2.0974 -0.058
C -0.5232 -0.2209 1.5053 -0.066
N 0.4163 0.8823 1.5957 -0.592
C 1.4855 0.9298 0.7772 0.285
S 2.8148 1.8569 1.0823 -0.243
N 1.3975 0.1922 -0.3669 -0.613
C 0.1795 -0.2742 -0.8406 0.267
C 0.1552 -0.5949 -2.2981 -0.659
C -0.8384 -0.3956 0.0284 -0.206
C -2.2404 -0.6837 -0.3514 0.676
O -2.9296 -1.5293 0.1853 -0.607
N -2.7545 0.0683 -1.3701 -0.638
C -2.2734 1.2553 -1.9400 0.216
C -2.5085 1.4986 -3.2898 -0.262
C -2.0455 2.6580 -3.8828 -0.197
C -1.3377 3.6024 -3.1505 -0.020
C -0.8362 4.8614 -3.7876 -0.629
C -1.1330 3.3653 -1.7957 -0.194
C -1.6020 2.2166 -1.1897 -0.255
C -0.8226 -2.6057 2.2269 -0.209
C -0.3513 -3.7984 2.7453 -0.247
C 0.9689 -3.9175 3.1449 0.246
O 1.4280 -5.0893 3.6559 -0.664
H 4.9782 -2.3617 3.7358 0.199
H 3.7238 -1.1201 3.9715 0.181
H 4.1723 -1.6366 2.3229 0.183
H 2.0191 -0.7848 2.4101 0.227
H -1.4357 0.0561 2.0443 0.230
H 0.5123 1.3593 2.4796 0.426
H 2.1752 0.2721 -1.0065 0.428
H 0.2050 0.3169 -2.8939 0.238
H 1.0181 -1.2127 -2.5453 0.229
H -0.7463 -1.1382 -2.5610 0.238
H -3.6561 -0.2521 -1.7032 0.410
H -3.0523 0.7709 -3.8747 0.213
H -2.2340 2.8280 -4.9329 0.211
H -0.7778 4.7554 -4.8680 0.215
H 0.1477 5.1220 -3.4034 0.220
H -1.5110 5.6878 -3.5630 0.222
H -0.6050 4.0970 -1.2019 0.217
H -1.4527 2.0690 -0.1320 0.224
H -1.8480 -2.5267 1.9035 0.247
H -0.9993 -4.6533 2.8487 0.226
H 2.3620 -4.9703 3.8768 0.494
```

No. 3
C24H42Br2CeF4N4PS as an isolated structure, computed with the ωB97M-V functional and the def2-TZVPD basis.

* total charge: +2
* relative energy (zero: lowest compared OMol25 entry of this formula, charge and spin): 46.24 kJ/mol
* spin multiplicity: 2

```
79
Properties=species:S:1:pos:R:3:lowdin_spin:R:1
Ce 0.5572 0.0411 -0.1165 1.018
C 0.3325 3.5147 0.5937 0.000
N -0.2034 2.5362 -0.3693 -0.002
C 0.1802 2.9662 -1.7309 0.000
C -1.6823 2.5031 -0.2533 0.001
C -2.3199 1.4129 -1.0633 0.000
N -1.7162 0.1223 -0.7071 -0.009
C -2.4280 -1.0549 -1.0032 -0.001
C -1.9140 -2.2440 -0.5235 -0.006
F -0.7038 -2.1652 0.1289 -0.004
C -2.4842 -3.4822 -0.6673 -0.001
F -1.8519 -4.5485 -0.1452 0.000
C -3.6629 -3.6093 -1.3605 0.000
C -4.1910 -2.4536 -1.8954 0.000
F -5.3201 -2.5009 -2.6024 0.000
C -3.5932 -1.2118 -1.7409 0.000
F -4.1795 -0.1559 -2.3473 0.000
H 0.0183 4.5239 0.3145 0.000
H 1.4220 3.4793 0.6058 0.000
H -0.0511 3.2977 1.5866 0.000
H -0.2968 3.9201 -1.9715 0.000
H -0.1317 2.2277 -2.4676 0.000
H 1.2600 3.0818 -1.7832 0.000
H -2.1075 3.4627 -0.5617 0.000
H -1.9256 2.3450 0.7984 0.000
H -2.2346 1.6123 -2.1335 0.000
H -3.3816 1.4438 -0.8309 0.000
H -4.1511 -4.5669 -1.4919 0.000
Br 2.7430 0.4129 -1.7171 -0.010
C 1.5721 1.4848 -4.9604 0.353
Br 0.1681 0.3908 -4.7503 -0.063
H 2.3341 1.2087 -5.6791 0.016
H 1.6662 2.3377 -4.2981 0.016
C 4.3066 1.2277 1.5579 0.000
C 3.6382 0.6614 2.8115 0.000
C 4.5466 -0.3818 3.4718 0.000
P 1.9072 0.0626 2.5460 -0.002
C 1.9348 -1.7777 2.5642 0.000
C 0.5203 -2.3109 2.8721 0.000
C 2.4894 -2.3254 1.2335 0.000
C 1.0337 0.5237 4.0949 -0.001
C 1.6238 -0.1198 5.3520 0.000
C 0.9856 2.0510 4.2552 0.000
H 5.2478 1.7136 1.8310 0.000
H 3.6925 1.9690 1.0476 0.000
H 4.5379 0.4404 0.8369 0.000
H 3.4969 1.4904 3.5069 0.000
H 4.7914 -1.1934 2.7795 0.000
H 4.1257 -0.8207 4.3755 0.000
H 5.4892 0.0967 3.7503 0.000
H 2.6025 -2.0970 3.3608 0.000
H -0.2866 -1.7107 2.4493 0.000
H 0.3332 -2.3396 3.9448 0.000
H 0.3901 -3.3221 2.4819 0.000
H 1.8806 -2.0792 0.3688 0.000
H 2.5141 -3.4153 1.2665 0.000
H 3.4929 -1.9561 1.0264 0.000
H 0.0139 0.1612 3.9580 0.000
H 2.6287 0.2596 5.5515 0.000
H 1.6716 -1.2084 5.3054 0.000
H 1.0062 0.1424 6.2149 0.000
H 1.9119 2.4261 4.6976 0.000
H 0.1718 2.3316 4.9255 0.000
H 0.8376 2.5809 3.3145 0.000
C 1.4462 -4.7874 -1.6718 -0.007
N 2.2195 -3.9043 -2.5419 -0.005
C 3.5046 -4.3379 -3.1284 -0.001
C 3.9006 -3.1492 -4.0267 -0.001
N 2.7283 -2.2643 -3.8743 -0.003
C 1.8348 -2.7322 -3.0153 -0.024
S 0.3410 -1.9585 -2.6197 -0.259
H 2.0820 -5.1332 -0.8596 0.000
H 1.0815 -5.6525 -2.2273 0.000
H 0.5967 -4.2448 -1.2640 -0.005
H 3.3626 -5.2558 -3.6936 0.000
H 4.2237 -4.5298 -2.3350 0.000
H 4.0261 -3.4404 -5.0647 0.000
H 4.8063 -2.6562 -3.6858 0.000
H 2.6668 -1.3318 -4.2326 0.002
```

No. 4
A 2-piece molecular cluster, C5H13BrN overall, computed with the ωB97M-V functional and the def2-TZVPD basis.

* total charge: +1
* relative energy (zero: lowest compared OMol25 entry of this formula, charge and spin): 109.90 kJ/mol
* spin multiplicity: 1

```
20
Properties=species:S:1:pos:R:3:nbo_charge:R:1
C 1.1537 -1.2919 1.1695 -0.596
C 2.5208 0.9528 -0.2825 -0.711
C -3.5598 -0.9416 -1.1428 -0.662
C 0.3478 -0.3002 0.3669 -0.542
C 1.0671 0.9242 0.0445 0.533
N 0.3882 2.0307 0.2326 -0.632
Br -3.3114 -0.0734 0.5491 -0.017
H 0.4767 -2.1937 1.1854 0.243
H 1.5047 -1.0149 2.1901 0.231
H 1.9041 -1.6709 0.5802 0.213
H 2.8170 1.9518 -0.5377 0.245
H 2.8907 0.3809 -1.2106 0.294
H 2.9925 0.5752 0.6118 0.281
H -4.5124 -0.4541 -1.4840 0.240
H -2.8156 -0.6712 -1.9104 0.223
H -0.6403 -0.2024 0.8456 0.267
H 0.2909 -1.0050 -0.5092 0.287
H 0.8050 2.9221 -0.0590 0.423
H -3.7095 -2.0035 -0.9898 0.237
H -0.6104 2.0851 0.3504 0.442
```

no.,electronic energy (a.u.)
1,-8457.15773
2,-1562.94638
3,-7920.36903
4,-2826.80430